{"formula": "C19H25BrF5MnN3SiTe", "method": "ωB97M-V/def2-TZVPD", "species": ["Mn", "F", "C", "F", "C", "F", "F", "F", "C", "Te", "C", "H", "H", "H", "H", "H", "H", "N", "C", "C", "C", "C", "C", "N", "H", "H", "H", "H", "H", "H", "Br", "C", "C", "C", "C", "C", "N", "H", "H", "H", "H", "C", "Si", "C", "C", "C", "C", "H", "H", "H", "H", "H", "H", "H", "H", "H"], "positions_angstrom": [[0.47832, -0.74646, 0.47383], [-0.05563, 1.00403, 2.85909], [0.63173, -0.18176, 2.62632], [0.03833, -1.10277, 3.49146], [2.02886, 0.05539, 3.22005], [2.08300, 0.04589, 4.56022], [2.53804, 1.22844, 2.81060], [2.88468, -0.90800, 2.79617], [-3.68522, -1.02190, 1.87319], [-2.20224, -2.43524, 1.35500], [-2.90139, -2.64065, -0.63912], [-3.61359, -0.18803, 1.17687], [-3.46810, -0.66807, 2.87870], [-4.66910, -1.48150, 1.84401], [-3.88246, -3.10798, -0.65621], [-2.20202, -3.27248, -1.18559], [-2.93018, -1.65235, -1.09520], [1.41150, 2.39347, -0.18074], [2.51755, 1.63280, -0.25016], [3.78444, 2.22692, -0.46033], [4.89314, 1.43463, -0.53443], [4.76779, 0.04498, -0.40000], [3.50981, -0.44962, -0.18871], [2.39404, 0.30251, -0.11429], [1.49167, 3.39123, -0.22819], [0.48704, 1.97816, -0.14224], [3.85013, 3.30198, -0.55999], [5.86484, 1.88461, -0.69441], [5.62121, -0.61488, -0.43753], [3.36451, -1.51252, -0.03944], [1.62338, -3.99033, 2.45735], [1.87884, -3.69884, 0.63037], [2.89310, -4.36780, -0.04505], [3.01304, -4.17057, -1.40864], [2.10907, -3.34710, -2.06705], [1.12727, -2.73650, -1.31164], [1.02790, -2.87978, 0.02337], [3.55443, -5.02527, 0.49910], [3.80127, -4.66751, -1.95915], [2.15821, -3.17972, -3.13274], [0.37200, -2.11168, -1.78200], [-4.26300, 1.96218, -2.34018], [-3.08203, 2.57714, -1.03321], [-2.22301, 4.12478, -1.63530], [-4.00203, 2.93911, 0.54795], [-1.82503, 1.29444, -0.69930], [-0.96530, 0.46392, -0.43219], [-5.02961, 2.71210, -2.55006], [-4.76342, 1.04774, -2.01539], [-3.73676, 1.74386, -3.27136], [-2.93738, 4.83086, -2.06482], [-1.48192, 3.88073, -2.39874], [-1.70963, 4.63086, -0.81451], [-4.69134, 3.77811, 0.42837], [-3.29948, 3.17947, 1.34820], [-4.57927, 2.06894, 0.86766]], "atomic_forces_ev_per_a": [[-0.384, 0.451, 0.965], [-0.028, 0.000, 0.069], [0.127, -0.090, -0.156], [0.031, -0.017, 0.008], [-0.045, -0.039, 0.010], [-0.030, 0.049, 0.017], [-0.005, 0.036, -0.069], [-0.027, -0.070, 0.028], [0.012, 0.202, 0.016], [0.179, -0.200, 0.083], [-0.027, -0.005, -0.124], [0.006, -0.009, 0.001], [-0.007, -0.003, 0.003], [-0.004, 0.002, -0.009], [-0.014, 0.021, 0.007], [0.008, -0.002, 0.010], [0.011, -0.001, 0.004], [0.047, 0.022, 0.030], [0.002, 0.067, -0.032], [-0.076, -0.013, 0.027], [0.087, -0.029, -0.009], [-0.041, 0.077, 0.018], [-0.012, 0.013, 0.047], [0.106, -0.256, -0.168], [0.002, 0.007, -0.017], [-0.031, 0.004, -0.003], [0.007, 0.001, 0.000], [0.002, -0.011, 0.002], [0.004, 0.001, -0.001], [0.009, -0.033, -0.023], [0.002, 0.049, 0.192], [-0.033, -0.040, -0.242], [-0.085, -0.009, 0.065], [0.040, 0.005, -0.064], [-0.068, -0.024, 0.138], [0.076, -0.216, -0.183], [0.200, 0.180, -0.443], [0.015, 0.003, -0.013], [0.002, -0.008, 0.017], [0.000, -0.020, -0.008], [0.055, 0.063, 0.049], [-0.056, -0.018, -0.071], [-0.005, 0.007, 0.010], [0.057, 0.067, -0.014], [-0.050, -0.012, 0.074], [0.066, -0.089, -0.023], [-0.089, -0.135, -0.201], [-0.007, -0.015, -0.011], [0.000, 0.000, 0.001], [-0.004, 0.000, -0.002], [0.001, 0.002, 0.005], [-0.014, 0.018, -0.023], [0.017, -0.018, -0.001], [-0.002, -0.002, 0.001], [-0.010, 0.019, 0.003], [-0.015, 0.019, 0.008]], "orbital_gap_ev": [6.83, 7.12], "s_squared": 8.761, "spin_multiplicity": 6, "homo_energy_ha": [-0.2646, -0.2790]}

***

{"formula": "C2H13O4S", "method": "ωB97M-V/def2-TZVPD", "species": ["C", "C", "S", "H", "H", "H", "H", "H", "H", "H", "O", "H", "H", "O", "H", "H", "O", "H", "H", "O"], "positions_angstrom": [[-0.62070, -3.04324, 1.23341], [-1.32996, -1.81510, 0.61523], [-0.22497, -0.43487, 0.26129], [-1.18651, -3.94941, 1.03854], [-0.27015, -2.88973, 2.26282], [0.33543, -3.13890, 0.68976], [-2.14019, -1.54772, 1.30539], [-1.77879, -2.21677, -0.30018], [1.45604, -2.43641, -1.31361], [1.97003, -1.28363, -0.62018], [2.32119, -2.07881, -1.07287], [0.59940, 5.39487, -4.19523], [0.45044, 5.63305, -2.71730], [0.75179, 6.07696, -3.53097], [0.15433, 0.48283, 3.55275], [0.90307, -0.03920, 2.40033], [1.06313, 0.25813, 3.31944], [-0.52713, 1.62322, -1.06332], [-0.90841, 2.97663, -0.54009], [-1.01803, 2.42811, -1.32518]], "atomic_forces_ev_per_a": [[1.334, 0.828, -0.756], [-0.094, -1.047, 0.480], [0.291, 0.362, 0.188], [-0.193, -0.246, 0.530], [-0.618, -0.165, -0.022], [-0.278, -0.206, 0.023], [-0.021, 0.255, -0.288], [-0.157, 0.411, -0.049], [0.183, -0.217, -0.124], [0.218, -0.170, 0.099], [-0.413, 0.310, 0.017], [0.066, 0.105, -0.046], [0.206, 0.317, -0.362], [-0.287, -0.474, 0.425], [0.139, 0.073, 0.185], [0.165, -0.067, -0.225], [-0.372, -0.024, -0.072], [-0.497, -0.221, -0.060], [-0.146, -0.042, -0.058], [0.476, 0.219, 0.116]], "orbital_gap_ev": 6.81, "total_charge": -1, "homo_energy_ha": -0.1362}

***

{"formula": "C5H6NS", "method": "ωB97M-V/def2-TZVPD", "species": ["C", "C", "C", "C", "C", "N", "S", "H", "H", "H", "H", "H", "H"], "positions_angstrom": [[-1.45899, -0.19253, -0.39609], [1.18398, -1.41946, -0.99035], [-0.21681, 0.24555, 0.15468], [0.97159, -0.38516, -0.21348], [-0.17775, 1.41339, 0.99887], [0.09037, -1.94875, -1.32295], [-1.41025, -1.63772, -1.25141], [-2.28049, 0.34583, 0.02672], [2.13592, -1.93834, -1.22888], [1.93262, 0.05463, 0.21828], [-0.60428, 2.38815, 0.56359], [0.70242, 1.82705, 1.64662], [-0.86836, 1.24736, 1.79439]], "atomic_forces_ev_per_a": [[2.093, -0.025, 1.515], [1.308, -1.924, -0.646], [0.153, -1.010, -2.180], [3.595, 5.172, 3.852], [0.003, 4.183, 2.345], [-2.579, -4.458, -3.440], [-0.259, 1.070, 0.539], [-1.097, -0.070, -0.597], [-0.639, 0.674, 0.132], [-1.523, -0.237, -0.331], [0.586, -1.582, -0.035], [-0.721, -1.555, -1.906], [-0.921, -0.237, 0.753]], "orbital_gap_ev": 9.30, "total_charge": 1, "homo_energy_ha": -0.5615}

***

{"formula": "Br5CuSr3", "method": "ωB97M-V/def2-TZVPD", "species": ["Sr", "Sr", "Sr", "Cu", "Br", "Br", "Br", "Br", "Br"], "positions_angstrom": [[-2.60817, -1.65273, 2.24552], [0.24495, -2.38125, -0.80545], [0.04877, 1.69550, -1.24634], [0.29650, 0.82927, 3.03414], [-1.20034, -0.68629, -2.29381], [-1.46915, 1.99970, 1.99621], [1.42368, 4.07276, -1.11352], [1.32642, -3.31997, -3.31948], [1.93733, -0.55698, 1.50272]], "atomic_forces_ev_per_a": [[0.118, 1.406, 0.202], [2.391, -1.665, -0.927], [0.628, 1.404, 0.415], [0.539, -0.193, -0.985], [-1.291, 0.389, -0.167], [-0.198, -1.319, 0.075], [-0.229, -0.396, 0.021], [-0.394, 0.365, 1.269], [-1.564, 0.009, 0.097]], "orbital_gap_ev": 3.16, "total_charge": 2, "homo_energy_ha": -0.5136}

***

no.,largest force on an atom (eV Å⁻¹)
1,1.133
2,1.743
3,7.383
4,3.057